No. 1
Computed, not measured: a 5-piece molecular cluster, C35H75BN2O11 overall, with ωB97M-V/def2-TZVPD.

Values from the calculation:
DFT total energy in Eh: -2340.5060
Max |F| in eV Å⁻¹: 0.51
Orbital gap in eV: 8.228
HOMO level in eV: -7.91
E_LUMO in eV: 0.32
Total charge: 0

Structure (XYZ):
```
124
Properties=species:S:1:pos:R:3:forces:R:3:lowdin_charge:R:1
C 1.4672 -7.1857 -0.7687 0.21 0.02 0.08 -0.121
C 1.6595 -5.7507 -0.2649 0.12 -0.04 -0.27 -0.276
C 0.4421 -4.8691 -0.5543 -0.21 -0.09 0.19 -0.227
C 0.4581 -3.4805 0.1117 0.03 -0.07 0.00 -0.192
C 1.8315 -2.7743 0.0996 -0.24 -0.01 -0.09 -0.178
C 1.7182 -1.2352 -0.0384 -0.02 -0.18 -0.20 -0.102
C 2.6477 -0.3738 0.8507 0.28 0.20 0.00 -0.287
C 2.8192 1.1147 0.3068 0.02 0.11 -0.11 -0.092
C 2.1043 1.6032 -0.9634 0.00 0.15 -0.09 -0.187
C 0.6045 1.9122 -0.8402 0.13 0.14 -0.24 -0.192
C -0.0699 2.2486 -2.1917 0.13 -0.11 -0.01 -0.192
C -1.4429 1.5888 -2.3533 0.17 -0.15 0.10 -0.209
C -1.3580 0.0553 -2.4916 -0.13 0.12 0.08 -0.207
C -2.5286 -0.5306 -3.2872 0.03 -0.08 -0.01 -0.218
C -2.6797 -2.0467 -3.1252 0.01 0.03 -0.06 -0.192
C -3.8117 -2.6010 -3.9996 0.08 0.15 0.08 -0.243
O -3.6213 -3.9378 -4.4274 -0.03 -0.01 0.12 -0.207
C -3.5191 -4.8610 -3.3594 -0.08 -0.12 0.03 -0.110
N 4.0241 -0.9275 0.8457 -0.17 -0.16 0.04 -0.072
C 4.6583 -1.0938 -0.4507 0.11 0.05 -0.19 -0.230
N 4.8630 -2.5023 -0.8337 0.11 0.23 -0.29 0.046
C 4.6111 -1.7140 1.8749 0.09 0.03 0.28 -0.196
O 6.0245 -1.3716 1.8979 0.02 -0.18 -0.07 -0.133
O 6.7942 -2.5903 1.8916 -0.15 0.26 0.02 -0.039
C 2.0427 -0.2599 2.2914 -0.35 -0.06 0.11 -0.282
C 1.6632 -1.5969 2.9689 -0.15 -0.08 0.05 0.007
O 3.0145 0.4996 3.0371 0.13 -0.07 -0.03 -0.070
C 2.8567 0.5984 4.4039 0.00 0.01 0.51 -0.272
O 3.4603 -0.4855 5.1053 0.11 0.29 -0.06 -0.024
B 0.6606 0.5940 2.2526 0.04 0.16 0.09 -0.607
O 0.6204 1.9336 2.6352 0.09 -0.39 -0.11 0.161
O -0.4903 -0.0733 1.9677 0.11 0.08 -0.05 0.036
C -1.7225 0.6350 1.8740 -0.21 0.03 -0.05 -0.052
H 1.2258 -7.1887 -1.8388 -0.06 -0.01 0.18 0.072
H 0.6724 -7.7075 -0.2245 0.03 0.11 -0.13 0.069
H 2.3878 -7.7698 -0.6463 -0.17 0.10 0.01 0.068
H 1.8861 -5.7471 0.8093 -0.08 -0.03 -0.11 0.114
H 2.5444 -5.3348 -0.7662 -0.14 -0.01 0.19 0.101
H 0.3097 -4.7626 -1.6414 0.16 -0.02 0.14 0.109
H -0.4512 -5.4055 -0.1964 0.10 0.11 -0.15 0.109
H -0.2799 -2.8447 -0.3946 0.05 -0.09 0.05 0.099
H 0.0952 -3.5964 1.1443 0.12 0.11 -0.15 0.107
H 2.3903 -3.0458 0.9985 0.03 -0.04 -0.25 0.095
H 2.4033 -3.1643 -0.7469 0.00 0.10 0.21 0.087
H 1.9266 -1.0012 -1.0877 -0.09 0.09 0.13 0.108
H 0.6759 -0.9540 0.1216 0.08 0.11 0.04 0.092
H 3.8945 1.2470 0.1495 -0.22 -0.03 0.02 0.119
H 2.5925 1.8260 1.1075 0.01 -0.17 0.02 0.109
H 2.5863 2.5528 -1.2446 0.01 -0.21 0.01 0.122
H 2.2883 0.9389 -1.8196 -0.14 -0.01 0.19 0.100
H 0.5022 2.7965 -0.1904 -0.10 -0.25 0.06 0.114
H 0.0643 1.0817 -0.3781 0.09 0.00 0.05 0.082
H 0.5888 1.9132 -3.0083 -0.14 0.05 0.12 0.108
H -0.1638 3.3349 -2.3046 0.01 -0.13 0.04 0.109
H -1.9357 2.0024 -3.2421 0.02 -0.03 0.11 0.115
H -2.0593 1.8411 -1.4796 0.07 -0.06 -0.46 0.076
H -1.3554 -0.4041 -1.4916 0.14 0.03 -0.15 0.100
H -0.4130 -0.2198 -2.9835 -0.13 -0.05 0.12 0.119
H -2.3811 -0.3075 -4.3537 -0.07 0.04 0.15 0.119
H -3.4614 -0.0313 -2.9871 0.11 -0.07 -0.01 0.123
H -1.7443 -2.5460 -3.4180 -0.13 0.11 0.04 0.125
H -2.8615 -2.2804 -2.0670 0.11 -0.03 -0.15 0.112
H -3.8737 -2.0026 -4.9155 -0.03 -0.14 0.12 0.102
H -4.7796 -2.5245 -3.4746 0.14 0.06 -0.07 0.127
H -3.9631 -5.8072 -3.6867 0.13 0.14 0.03 0.087
H -2.4720 -5.0401 -3.0804 -0.14 0.08 0.01 0.081
H -4.0657 -4.5131 -2.4709 0.05 -0.05 -0.13 0.089
H 5.6315 -0.5878 -0.4321 -0.14 -0.12 0.03 0.121
H 4.0553 -0.5742 -1.2033 0.05 -0.10 0.18 0.114
H 5.8494 -2.6770 -0.9832 -0.04 -0.06 0.16 0.071
H 4.4069 -2.7051 -1.7147 -0.05 -0.02 0.08 0.063
H 4.5641 -2.8036 1.7283 0.08 0.17 -0.10 0.120
H 4.2049 -1.4324 2.8436 0.04 -0.07 -0.17 0.098
H 7.2239 -2.5256 2.7533 0.01 -0.06 0.04 0.091
H 2.4989 -2.2698 3.1620 -0.12 0.06 -0.08 0.086
H 0.9193 -2.1067 2.3504 0.18 0.12 0.17 0.073
H 1.1554 -1.4055 3.9260 0.10 0.00 -0.18 0.096
H 3.3873 1.5029 4.7177 -0.05 -0.13 -0.14 0.131
H 1.8053 0.6832 4.7211 0.06 0.04 -0.23 0.137
H 2.7784 -1.0814 5.4174 -0.09 -0.14 -0.03 0.074
H 0.5893 2.5428 1.8942 -0.09 0.18 -0.01 0.091
H -2.4840 -0.0710 1.5324 0.13 0.06 0.05 0.100
H -2.0159 1.0345 2.8506 0.08 -0.01 -0.16 0.098
H -1.6567 1.4494 1.1430 -0.05 -0.09 0.15 0.076
C -3.9193 5.2366 0.5988 0.27 -0.07 -0.27 -0.020
C -3.7809 3.7386 0.6168 -0.07 0.01 0.14 -0.477
C -4.3059 3.0349 1.8451 0.06 -0.12 -0.09 -0.014
O -3.2771 3.1219 -0.2959 -0.09 0.15 0.14 0.052
H -3.5014 5.6345 -0.3236 0.01 -0.01 0.01 0.084
H -4.9662 5.5055 0.6872 -0.15 0.08 0.10 0.062
H -3.3971 5.6673 1.4553 -0.05 0.00 0.04 0.088
H -5.3644 3.2556 1.9906 0.02 0.09 0.01 0.084
H -3.7684 3.3894 2.7271 -0.05 0.02 0.03 0.091
H -4.1628 1.9624 1.7339 -0.04 0.00 0.03 0.067
C -7.7726 6.7387 4.3239 -0.02 -0.09 -0.04 -0.022
C -6.6844 6.8172 3.2831 0.00 0.03 0.02 -0.494
C -5.8311 8.0616 3.2892 0.04 -0.04 -0.07 -0.018
O -6.5039 5.9282 2.4827 -0.04 -0.02 0.04 0.057
H -8.3166 5.8033 4.2204 0.00 0.01 0.00 0.082
H -7.3394 6.8037 5.3236 -0.01 0.04 0.00 0.086
H -8.4604 7.5781 4.2079 0.02 0.02 0.03 0.087
H -5.3341 8.1689 4.2551 -0.03 0.03 0.01 0.087
H -6.4562 8.9439 3.1411 0.00 0.01 0.04 0.087
H -5.0865 8.0065 2.4987 -0.01 0.00 0.01 0.077
C 7.1316 2.0649 4.0830 0.08 0.06 -0.05 -0.020
C 7.3493 3.1357 5.1218 -0.04 -0.04 0.01 -0.507
C 6.3564 3.1700 6.2610 0.06 0.08 0.03 -0.026
O 8.2618 3.9249 5.0529 -0.01 0.00 0.00 0.066
H 7.8962 2.1315 3.3130 -0.01 0.00 0.00 0.082
H 7.1645 1.0781 4.5479 -0.07 -0.01 -0.01 0.086
H 6.1444 2.1810 3.6309 -0.02 -0.08 0.00 0.083
H 6.3643 2.2170 6.7932 -0.03 -0.02 -0.02 0.084
H 5.3475 3.3200 5.8717 -0.01 -0.04 0.00 0.076
H 6.6083 3.9761 6.9459 -0.01 -0.01 0.00 0.079
C -4.0394 -1.7443 -9.7602 0.07 0.05 -0.04 -0.028
C -2.9920 -2.1193 -8.7373 -0.03 -0.01 0.00 -0.504
C -3.4308 -3.0504 -7.6349 0.15 0.01 0.00 -0.027
O -1.8638 -1.6908 -8.8014 -0.01 0.00 0.00 0.069
H -3.6095 -1.0726 -10.4991 -0.01 -0.01 0.01 0.080
H -4.4173 -2.6411 -10.2546 -0.03 0.00 0.02 0.083
H -4.8844 -1.2581 -9.2691 -0.02 -0.03 0.00 0.083
H -3.7900 -3.9913 -8.0555 -0.05 0.01 0.00 0.090
H -4.2547 -2.6068 -7.0741 -0.06 -0.04 -0.03 0.077
H -2.6030 -3.2516 -6.9598 -0.03 0.00 0.01 0.080
```
Positions in Å, forces in eV/Å.

***

No. 2
Computed, not measured: a 3-piece molecular cluster, C35H75BrCl2IN4O6P overall, with ωB97M-V/def2-TZVPD.

Values from the calculation:
DFT total energy in Eh: -6182.4239
Max |F| in eV Å⁻¹: 2.81
Orbital gap in eV: 7.763
HOMO level in eV: -8.06
E_LUMO in eV: -0.29
Total charge: 0

Structure (XYZ):
```
125
Properties=species:S:1:pos:R:3:forces:R:3:lowdin_charge:R:1
C 2.1208 -1.1725 3.9002 -0.54 0.14 -0.12 -0.106
C 0.7392 -1.8206 4.0331 0.33 -0.50 0.39 -0.227
C 0.3556 -2.8598 2.9646 -0.01 0.07 -0.79 -0.337
C 1.5687 -3.4895 2.2818 -0.21 0.05 0.36 -0.072
C -0.6733 -2.3001 1.9189 0.51 -0.47 1.50 -0.693
Cl -0.0570 -0.6980 1.3678 0.14 0.13 -0.33 0.822
C -2.0472 -2.1843 2.6243 -0.29 0.73 -0.51 -0.163
C -2.8061 -0.8499 2.5862 -0.49 0.07 0.56 -0.219
C -2.5718 0.0666 3.7906 0.36 -0.09 -0.12 -0.224
O -1.6108 1.0788 3.5499 0.12 0.08 0.16 -0.220
C -2.1524 2.3839 3.5240 0.18 -0.29 -0.13 -0.104
O -0.6787 -3.2565 0.8936 -0.42 0.30 0.00 -0.130
C -1.3338 -3.0631 -0.3270 0.17 -0.79 -0.61 -0.716
Cl -2.6411 -1.8476 -0.2874 -0.09 0.04 -0.31 0.862
C -1.9270 -4.4494 -0.6831 -0.64 0.20 0.04 -0.146
C -3.3746 -4.6266 -0.2784 -1.15 -0.77 2.45 -0.781
O -3.7726 -4.9397 0.8244 0.97 0.82 -2.49 0.034
Br -4.6834 -4.4266 -1.7420 0.38 -0.02 0.25 0.700
C -0.2494 -2.6232 -1.3544 0.47 0.42 0.02 -0.458
N 0.6838 -3.7268 -1.6234 -0.25 0.46 -0.39 -0.484
I 2.6327 -3.0520 -1.5389 -0.09 -0.16 0.09 1.013
C 0.3466 -4.5625 -2.8010 0.54 -0.62 0.10 -0.317
C 1.3760 -4.7507 -3.9014 -0.70 -0.55 -0.66 -0.267
C 0.6791 -5.5233 -5.0532 0.41 0.48 0.25 -0.193
C 0.0919 -4.5457 -6.0746 0.55 -0.57 0.16 -0.207
C 1.1842 -3.9877 -6.9917 -0.65 -0.12 0.06 -0.212
C 0.6157 -2.8762 -7.8864 0.35 -0.38 1.01 -0.188
C 0.4583 -1.5958 -7.0575 -0.22 0.54 -0.63 -0.203
C 0.6709 -0.3006 -7.8643 0.04 -0.33 0.48 -0.161
C 1.3049 0.8196 -7.0615 -0.33 0.32 -0.20 -0.236
O 0.3130 1.5611 -6.3556 -0.04 -0.32 0.22 -0.199
C 0.5211 2.9491 -6.4063 -0.01 0.17 0.05 -0.123
P -0.8372 -1.6696 -2.8395 -0.86 -0.56 -0.53 0.508
N -2.0913 -2.1489 -3.6072 0.43 -0.15 0.49 -0.127
O 0.4713 -1.6573 -3.7963 -0.01 0.23 0.80 -0.188
O -0.9364 -0.1354 -2.3595 0.13 -0.15 -0.17 -0.159
H 2.1592 -0.3375 4.5945 0.20 0.08 0.12 0.059
H 2.2935 -0.7789 2.9051 0.09 0.06 -0.15 0.050
H 2.8997 -1.8833 4.1474 0.24 -0.01 0.02 0.069
H 0.7727 -2.3644 4.9787 -0.17 0.02 0.17 0.115
H -0.0151 -1.0507 4.1579 -0.19 0.11 -0.17 0.080
H -0.1769 -3.6803 3.4430 -0.20 -0.01 0.13 0.137
H 1.2903 -4.4059 1.7764 -0.05 -0.02 -0.30 0.078
H 2.3037 -3.7687 3.0316 0.18 0.08 0.08 0.083
H 2.0106 -2.7915 1.5799 0.22 -0.02 -0.15 0.030
H -2.6866 -2.9513 2.1966 0.07 -0.18 0.01 0.096
H -1.9222 -2.4377 3.6713 0.17 -0.14 0.16 0.113
H -3.8676 -1.0974 2.6243 -0.12 -0.14 -0.13 0.117
H -2.6655 -0.2862 1.6715 0.15 0.04 0.04 0.025
H -2.2029 -0.5364 4.6224 -0.02 -0.02 0.19 0.113
H -3.5081 0.5176 4.1166 -0.15 0.09 -0.04 0.116
H -2.7250 2.5845 4.4288 -0.16 0.10 0.09 0.088
H -2.7678 2.5200 2.6338 -0.17 0.18 0.19 0.056
H -1.3191 3.0762 3.4780 0.14 0.11 -0.01 0.089
H -1.3825 -5.1864 -0.1043 0.29 -0.14 -0.11 0.144
H -1.8724 -4.6520 -1.7425 0.16 -0.01 -0.11 0.075
H 0.3054 -1.8845 -0.7801 -0.04 0.17 -0.07 0.013
H -0.5660 -4.2246 -3.2885 -0.10 0.35 0.10 0.083
H 0.1403 -5.5698 -2.4323 -0.11 -0.09 0.16 0.118
H 2.2179 -5.3451 -3.5655 0.29 0.23 0.26 0.087
H 1.6851 -3.7995 -4.3173 0.37 0.18 0.24 0.058
H -0.0764 -6.1850 -4.6325 -0.16 -0.10 -0.04 0.107
H 1.4196 -6.1545 -5.5422 0.00 -0.15 -0.12 0.108
H -0.4048 -3.7404 -5.5359 -0.30 0.10 -0.10 0.093
H -0.6152 -5.0900 -6.6968 -0.35 0.18 -0.06 0.115
H 1.5782 -4.8255 -7.5658 0.11 0.00 -0.21 0.111
H 1.9953 -3.5993 -6.3790 0.25 0.09 -0.06 0.102
H 1.2732 -2.7236 -8.7368 -0.02 0.14 -0.22 0.103
H -0.3612 -3.2227 -8.2119 -0.08 0.09 -0.48 0.111
H -0.5379 -1.5612 -6.6247 -0.09 -0.08 0.27 0.113
H 1.1638 -1.6003 -6.2286 0.20 -0.15 0.02 0.085
H -0.2868 0.0615 -8.2280 -0.04 0.10 -0.29 0.121
H 1.3150 -0.5078 -8.7155 0.07 -0.03 -0.17 0.106
H 2.0232 0.4315 -6.3365 0.23 -0.07 0.01 0.120
H 1.8331 1.4895 -7.7406 0.10 0.12 -0.04 0.114
H -0.1458 3.4272 -5.6965 -0.16 -0.04 0.10 0.083
H 1.5438 3.2193 -6.1377 0.15 0.01 0.01 0.086
H 0.2980 3.3442 -7.3998 0.06 0.03 -0.13 0.090
H -2.5372 -2.9356 -3.1517 -0.40 0.08 -0.16 -0.068
H 0.5150 -0.8297 -4.2839 0.13 0.07 -0.45 0.061
H -0.2148 0.4001 -2.6980 0.15 0.31 0.21 0.077
C -2.5584 2.0631 0.0373 0.00 -0.07 -0.09 -0.091
C -3.3281 2.7361 -1.0873 0.16 -0.04 0.03 -0.258
N -3.9920 3.9596 -0.6755 -0.11 0.04 -0.01 -0.197
C -4.9444 4.4544 -1.6530 -0.18 -0.02 -0.09 -0.250
C -4.4130 4.9117 -3.0176 -0.05 0.08 -0.01 -0.086
C -3.1388 4.9575 -0.0577 0.15 0.05 0.17 -0.245
C -1.9390 5.4798 -0.8608 -0.01 0.11 0.05 -0.081
H -3.2060 1.8785 0.8971 -0.01 0.03 -0.17 0.063
H -2.1698 1.1052 -0.3088 0.03 -0.01 -0.02 0.034
H -1.7048 2.6576 0.3681 -0.01 -0.01 0.04 0.077
H -4.0958 2.0421 -1.4379 -0.05 0.07 -0.07 0.123
H -2.6418 2.8952 -1.9347 -0.01 -0.06 -0.02 0.101
H -5.5085 5.2738 -1.1990 0.07 0.03 0.05 0.111
H -5.6763 3.6587 -1.8231 0.06 -0.06 0.02 0.109
H -3.9085 5.8753 -2.9580 0.06 -0.02 0.01 0.054
H -5.2462 5.0293 -3.7133 -0.01 -0.01 0.01 0.070
H -3.7251 4.1873 -3.4542 0.01 -0.02 0.02 0.064
H -2.7625 4.5431 0.8813 0.01 -0.07 -0.02 0.092
H -3.7653 5.8010 0.2428 -0.07 -0.01 -0.09 0.115
H -1.3924 4.6739 -1.3523 -0.01 -0.03 0.01 0.064
H -1.2414 5.9850 -0.1895 0.00 -0.01 0.01 0.071
H -2.2346 6.2045 -1.6178 0.00 -0.06 -0.07 0.053
C 6.2829 3.9034 8.3132 0.01 0.04 0.00 -0.092
C 5.3058 3.7897 7.1527 0.01 0.09 0.14 -0.277
N 4.6831 2.4836 7.0558 -0.02 -0.10 -0.10 -0.201
C 3.9742 2.2745 5.8060 -0.02 -0.01 -0.21 -0.249
C 2.7485 3.1494 5.5121 -0.06 -0.07 -0.05 -0.083
C 4.0066 2.0197 8.2538 0.02 -0.04 0.24 -0.248
C 2.8763 2.8859 8.8272 -0.06 -0.10 0.03 -0.082
H 7.0375 3.1175 8.2643 -0.03 -0.04 0.01 0.079
H 6.7918 4.8671 8.2713 0.00 0.01 0.00 0.072
H 5.7820 3.8438 9.2800 0.01 -0.01 0.00 0.063
H 5.8572 3.9628 6.2251 -0.08 -0.03 -0.07 0.117
H 4.5673 4.6035 7.2343 0.03 0.03 -0.02 0.101
H 3.6787 1.2237 5.7482 0.01 -0.02 0.10 0.097
H 4.6943 2.4164 4.9939 0.06 0.05 0.06 0.110
H 1.8828 2.8522 6.1026 0.01 0.04 0.05 0.054
H 2.4687 3.0443 4.4617 0.01 -0.01 0.00 0.069
H 2.9443 4.2067 5.6930 0.02 0.00 0.02 0.065
H 4.7598 1.8852 9.0341 0.03 0.06 -0.03 0.100
H 3.6263 1.0139 8.0598 -0.02 0.02 -0.11 0.114
H 3.1411 3.9436 8.8527 0.03 0.00 -0.01 0.066
H 2.6652 2.5783 9.8534 0.01 0.00 0.00 0.071
H 1.9499 2.7785 8.2653 0.01 0.08 -0.05 0.054
```
Positions in Å, forces in eV/Å.